# 1
This record from the OMol25 dataset describes 10 unconnected molecules or ions with the total composition C10H40N12O10. The level of theory is ωB97M-V/def2-TZVPD.

Last column: Mulliken charge in e.
CARTESIAN COORDINATES (ANGSTROEM)
C: 8.224 -10.861 8.593  0.52
O: 7.305 -10.294 9.248  -0.59
N: 8.419 -10.631 7.220  -0.36
N: 9.145 -11.687 9.218  -0.37
H: 7.746 -10.021 6.773  0.22
H: 9.324 -10.819 6.748  0.13
H: 10.039 -11.912 8.798  0.30
H: 9.268 -11.471 10.178  0.24
C: 9.197 -7.938 12.828  0.62
O: 10.010 -8.846 13.044  -0.69
N: 8.707 -7.078 13.760  -0.26
N: 8.770 -7.832 11.515  -0.50
H: 9.120 -7.117 14.651  0.22
H: 7.920 -6.459 13.506  0.25
H: 8.889 -8.701 10.993  0.16
H: 7.845 -7.296 11.441  0.16
C: 5.487 -7.120 11.859  0.70
O: 6.291 -6.228 12.162  -0.79
N: 5.241 -8.165 12.699  -0.29
N: 4.788 -7.154 10.724  -0.38
H: 4.645 -8.899 12.388  0.14
H: 5.767 -8.351 13.567  0.20
H: 4.745 -6.343 10.048  0.23
H: 4.171 -8.009 10.534  0.17
C: 7.524 -11.028 14.948  0.64
O: 7.162 -9.930 15.347  -0.70
N: 8.518 -11.128 13.986  0.44
N: 6.950 -12.178 15.414  -0.39
H: 8.965 -10.316 13.595  -0.32
H: 8.736 -12.075 13.750  0.05
H: 6.232 -12.167 16.138  0.24
H: 7.280 -13.019 14.997  0.12
C: 3.798 -10.951 10.402  0.47
O: 2.729 -11.476 10.650  -0.67
N: 3.943 -9.994 9.397  -0.45
N: 4.929 -11.405 11.035  -0.25
H: 3.262 -10.194 8.627  0.24
H: 4.906 -9.787 9.073  0.27
H: 5.812 -11.027 10.720  0.23
H: 4.860 -12.332 11.392  0.22
C: 11.599 -10.931 10.572  0.47
O: 11.859 -11.354 9.441  -0.76
N: 10.815 -11.681 11.452  -0.29
N: 12.012 -9.806 11.120  -0.31
H: 10.597 -12.583 11.106  0.33
H: 11.247 -11.835 12.383  0.04
H: 11.420 -9.359 11.801  0.23
H: 12.609 -9.211 10.593  0.24
C: 10.285 -10.033 16.749  -0.57
O: 11.108 -9.955 15.574  -0.69
H: 10.880 -9.643 17.611  0.27
H: 9.333 -9.537 16.557  0.24
H: 10.105 -11.045 16.920  0.23
H: 10.670 -9.816 14.708  0.31
C: 9.184 -15.569 14.908  -0.81
O: 9.281 -14.536 13.991  -0.45
H: 9.889 -16.387 14.725  0.34
H: 9.403 -15.240 15.901  0.32
H: 8.251 -16.091 14.883  0.29
H: 10.146 -14.142 14.158  0.23
C: 12.675 -13.036 15.496  -0.90
O: 11.764 -12.265 14.785  -0.35
H: 13.606 -12.485 15.614  0.37
H: 12.392 -13.347 16.510  0.29
H: 12.922 -13.888 14.876  0.28
H: 11.700 -11.359 15.131  0.46
C: 11.775 -11.498 6.177  -0.44
O: 11.225 -10.632 5.185  -0.53
H: 11.346 -12.471 6.170  0.35
H: 12.831 -11.563 6.110  0.41
H: 11.590 -11.070 7.159  -0.07
H: 11.594 -11.025 4.416  0.31

Calculated values
SMILES: NC(N)=O.NC(N)=O.NC(N)=O.NC(N)=O.NC(N)=O.NC(N)=O.CO.CO.CO.CO
LUMO energy (eV): 0.5
Orbital gap (eV): 10.312
Total charge: 0
Relative energy (zero: lowest compared OMol25 entry of this formula, charge and spin) (kcal per mole): 8.8

# 2
This record from the OMol25 dataset describes 10 unconnected molecules or ions with the total composition C10H40N2O10. The level of theory is ωB97M-V/def2-TZVPD.

Last column: Mulliken charge in e.
CARTESIAN COORDINATES (ANGSTROEM)
C: -19.802 -3.790 0.591  -0.49
O: -21.154 -3.710 1.001  -0.54
H: -19.821 -3.928 -0.481  0.42
H: -19.279 -2.844 0.734  0.11
H: -19.353 -4.588 1.151  0.16
H: -21.519 -2.935 0.540  0.31
C: -15.594 -4.326 7.220  -0.61
O: -14.652 -4.322 6.142  -0.54
H: -15.248 -3.626 7.976  0.27
H: -16.468 -3.930 6.757  0.23
H: -15.639 -5.324 7.644  0.26
H: -13.781 -4.492 6.501  0.27
C: -17.978 0.836 1.779  -0.44
O: -18.486 0.640 3.114  -0.57
H: -18.808 0.727 1.096  0.32
H: -17.450 1.779 1.640  0.29
H: -17.339 -0.032 1.633  0.00
H: -17.734 0.687 3.713  0.33
C: -14.619 -0.702 5.680  -0.32
O: -15.820 -0.398 4.992  -0.55
H: -13.725 -0.587 5.087  0.24
H: -14.625 -0.076 6.573  0.32
H: -14.648 -1.767 5.873  -0.06
H: -15.813 -0.824 4.108  0.16
C: -19.384 -2.473 3.920  -0.22
O: -19.726 -3.853 4.006  -0.58
H: -18.349 -2.303 4.239  -0.15
H: -19.495 -2.074 2.917  0.12
H: -20.066 -1.903 4.546  0.52
H: -20.533 -4.045 3.501  0.31
C: -14.268 1.557 2.242  -0.26
O: -14.557 2.177 1.010  -0.52
H: -15.189 1.174 2.680  -0.11
H: -13.651 0.684 2.071  0.17
H: -13.930 2.272 2.971  0.46
H: -13.844 2.781 0.791  0.28
C: -16.868 -6.585 0.118  -0.60
O: -16.888 -6.317 1.536  -0.47
H: -16.216 -7.443 -0.063  0.24
H: -17.889 -6.816 -0.181  0.30
H: -16.499 -5.691 -0.383  0.22
H: -17.444 -7.008 1.927  0.28
C: -12.540 -3.265 3.248  -0.51
O: -12.677 -2.030 2.637  -0.60
H: -12.995 -3.222 4.254  0.03
H: -13.117 -4.100 2.863  0.21
H: -11.516 -3.563 3.398  0.38
H: -13.661 -1.971 2.635  0.30
C: -14.684 -1.431 -0.761  -0.42
O: -16.014 -1.790 -1.203  -0.57
H: -14.142 -1.010 -1.604  0.36
H: -14.823 -0.765 0.085  0.12
H: -14.189 -2.354 -0.486  0.19
H: -16.453 -0.991 -1.516  0.28
C: -16.043 -2.950 2.487  0.46
O: -15.483 -1.833 2.558  -0.04
N: -16.030 -3.980 3.426  -0.02
N: -16.669 -3.368 1.364  0.20
H: -15.481 -3.982 4.281  0.08
H: -16.312 -4.864 3.047  0.09
H: -16.868 -2.718 0.596  0.09
H: -17.157 -4.236 1.511  -0.20

Calculated values
SMILES: NC(N)=O.CO.CO.CO.CO.CO.CO.CO.CO.CO
LUMO energy (eV): 0.4
Orbital gap (eV): 9.839
Total charge: 0
Relative energy (zero: lowest compared OMol25 entry of this formula, charge and spin) (kcal per mole): 100.2

# 3
This record from the OMol25 dataset describes 10 unconnected molecules or ions with the total composition C10H40O10. The level of theory is ωB97M-V/def2-TZVPD.

Last column: Mulliken charge in e.
CARTESIAN COORDINATES (ANGSTROEM)
C: 1.274 2.773 -2.739  -0.07
O: 0.314 3.641 -2.204  -0.60
H: 0.854 2.018 -3.403  0.22
H: 2.069 3.349 -3.214  0.36
H: 1.708 2.243 -1.891  -0.13
H: -0.299 3.074 -1.730  0.34
C: 3.434 2.070 0.608  -0.83
O: 2.506 0.983 0.283  -0.21
H: 4.313 1.941 -0.024  0.30
H: 3.135 3.117 0.655  0.25
H: 3.684 1.730 1.613  0.27
H: 2.544 0.812 -0.661  0.05
C: -2.876 3.263 -1.254  -0.53
O: -2.995 3.043 0.116  -0.55
H: -3.810 3.721 -1.580  0.30
H: -2.096 4.002 -1.438  0.23
H: -2.723 2.357 -1.840  0.24
H: -2.182 2.750 0.533  0.32
C: 0.542 -3.674 -1.977  -0.86
O: 0.216 -2.350 -1.442  -0.34
H: 1.152 -3.596 -2.877  0.31
H: 1.141 -4.279 -1.297  0.33
H: -0.380 -4.146 -2.314  0.30
H: 0.638 -2.228 -0.588  0.31
C: 3.430 -1.118 -1.818  -0.55
O: 2.335 -0.302 -1.845  -0.47
H: 3.944 -1.023 -2.775  0.26
H: 4.125 -0.837 -1.028  0.21
H: 3.100 -2.156 -1.767  0.15
H: 1.503 -0.760 -1.981  0.40
C: -2.621 -2.889 -0.190  -0.31
O: -3.881 -2.934 0.474  -0.59
H: -2.599 -2.075 -0.915  0.23
H: -1.770 -2.696 0.464  0.08
H: -2.438 -3.838 -0.693  0.23
H: -3.840 -2.145 1.019  0.43
C: -1.033 0.313 -0.124  -0.19
O: -0.311 1.502 -0.222  -0.32
H: -0.536 -0.540 0.338  0.11
H: -1.975 0.430 0.412  -0.03
H: -1.157 -0.020 -1.155  0.35
H: 0.624 1.330 -0.088  0.14
C: -4.686 0.473 1.649  -0.57
O: -3.974 -0.721 1.973  -0.59
H: -5.651 0.428 2.153  0.31
H: -4.124 1.312 2.059  0.26
H: -4.862 0.583 0.579  0.24
H: -3.784 -0.684 2.913  0.27
C: 0.092 0.807 3.395  -0.34
O: 1.213 -0.085 3.539  -0.50
H: -0.831 0.230 3.340  0.09
H: 0.056 1.453 4.272  0.38
H: 0.226 1.421 2.505  0.12
H: 2.052 0.377 3.471  0.28
C: 2.753 -2.376 1.538  -0.86
O: 1.774 -1.603 0.773  -0.06
H: 2.242 -2.531 2.488  0.29
H: 3.060 -3.273 1.000  0.32
H: 3.723 -1.900 1.682  0.27
H: 1.654 -0.767 1.230  -0.01

Calculated values
SMILES: CO.CO.CO.CO.CO.CO.CO.CO.CO.CO
LUMO energy (eV): 0.4
Orbital gap (eV): 9.811
Total charge: 0
Relative energy (zero: lowest compared OMol25 entry of this formula, charge and spin) (kcal per mole): 91.7

# 4
This record from the OMol25 dataset describes a molecular structure, C10H42B3O13Pd2PtS2Sr. The level of theory is ωB97M-V/def2-TZVPD.

Last column: Mulliken charge in e.
CARTESIAN COORDINATES (ANGSTROEM)
Pt: -1.377 -3.109 2.334  2.85
Sr: 2.834 -2.702 2.796  0.81
Pd: -1.399 -1.643 -1.468  -0.67
Pd: -1.328 1.383 2.705  0.02
B: -1.211 -3.660 -0.325  1.34
H: -0.202 -3.663 -0.706  -0.52
H: -1.229 -4.532 0.310  -0.07
H: -1.341 -2.805 0.320  -1.22
H: -1.963 -3.598 -1.097  -0.22
B: 0.539 -4.121 2.756  -0.33
H: 1.441 -4.681 2.954  -0.19
H: -0.310 -4.663 3.144  -0.01
H: 0.640 -3.178 3.270  -0.24
H: 0.524 -3.843 1.714  -0.03
B: -0.792 0.354 4.768  1.08
H: -0.052 0.747 4.088  -0.55
H: -1.030 1.206 5.386  -0.26
H: -1.641 -0.047 4.236  -0.28
H: -0.431 -0.366 5.485  -0.25
S: -3.334 -0.894 1.166  0.86
O: -2.753 0.149 1.956  -0.79
O: -3.129 -2.125 1.939  -0.78
O: -4.713 -0.523 0.929  -0.71
O: -2.785 -1.022 -0.146  -0.90
S: 0.500 -0.613 1.091  2.28
O: 0.167 -0.873 -0.308  0.26
O: 0.182 0.781 1.460  0.29
O: -0.396 -1.445 1.843  -0.48
O: 1.887 -1.008 1.334  -0.97
C: -0.322 3.083 -0.835  -0.70
C: -1.746 2.576 -0.296  0.40
O: -1.834 3.089 1.030  -0.52
H: 0.505 2.814 -0.178  -0.04
H: -0.422 4.168 -0.862  0.49
H: 0.086 2.702 -1.771  0.11
H: -1.778 1.487 -0.278  -0.47
H: -2.468 3.025 -0.978  0.44
H: -1.964 4.040 1.036  0.28
C: 2.851 1.462 -2.001  -0.55
C: 3.535 0.091 -1.632  -0.36
O: 2.707 -1.052 -1.867  -0.49
H: 2.165 1.783 -1.218  -0.14
H: 2.326 1.316 -2.945  0.11
H: 3.615 2.214 -2.199  0.53
H: 4.029 0.226 -0.670  0.29
H: 4.403 0.026 -2.287  0.41
H: 2.154 -1.094 -1.083  -0.06
C: -2.276 1.273 -3.706  -1.13
C: -0.843 0.839 -3.844  -0.23
O: -0.482 0.106 -2.665  -0.04
H: -2.482 1.970 -4.519  0.45
H: -2.431 1.837 -2.786  0.04
H: -2.999 0.485 -3.919  0.34
H: -0.158 1.668 -4.018  0.34
H: -0.792 0.177 -4.709  0.31
H: 0.470 0.134 -2.543  -0.29
C: 1.216 4.704 4.563  -1.26
C: 0.684 4.310 3.192  -0.33
O: 0.341 2.899 3.122  -0.03
H: 1.285 5.787 4.463  0.39
H: 2.248 4.363 4.649  0.37
H: 0.641 4.480 5.462  0.31
H: 1.352 4.308 2.330  0.33
H: -0.214 4.883 2.958  0.25
H: 0.881 2.312 3.657  0.12
C: 1.630 -3.260 -4.604  -1.24
C: 0.219 -3.056 -4.029  -0.24
O: 0.227 -2.589 -2.712  -0.02
H: 1.559 -3.597 -5.638  0.40
H: 2.179 -3.987 -4.006  0.37
H: 2.063 -2.265 -4.500  0.25
H: -0.248 -4.039 -4.091  0.27
H: -0.270 -2.336 -4.685  0.19
H: 1.060 -2.866 -2.323  0.05

Calculated values
LUMO energy (spin up / spin down) (eV): 0.2 / -2.2
Orbital gap (spin up / spin down) (eV): 4.916 / 6.673
Total charge: 0
2S+1: 8

no.,E (eV)
1,-49380.3174
2,-34471.0836
3,-31489.1722
4,-72394.2753